Formula: C28H24Cl4N4O4SSiV
Source: the Open Molecules 2025 dataset
Level of theory: wB97M-V/def2-TZVPD

Geometry as XYZ:
```
67
Properties=species:S:1:pos:R:3:forces:R:3
V -0.052 1.239 0.502 0.2134 -0.5162 -0.0523
C 3.694 1.763 -2.327 -0.0120 -0.0011 0.0108
C 2.375 1.925 -1.635 0.0475 -0.0203 -0.0600
N 1.737 0.945 -1.116 -0.0615 0.0105 0.0504
N 2.269 -0.300 -1.250 0.0179 0.0285 0.0199
C 1.344 -1.190 -0.892 -0.0160 -0.0957 -0.0381
O 0.175 -0.944 -0.544 -0.0213 -0.0728 0.0122
C 1.778 -2.631 -0.953 0.0656 0.0417 0.0000
C 3.065 -2.998 -1.336 0.0012 -0.0093 0.0011
C 3.432 -4.336 -1.367 -0.0027 0.0147 0.0022
C 2.516 -5.320 -1.015 -0.0079 -0.0062 0.0016
C 1.233 -4.957 -0.627 0.0081 -0.0004 -0.0031
C 0.868 -3.619 -0.595 -0.0203 0.0082 0.0035
C 1.729 3.240 -1.494 -0.0132 0.0246 0.0137
C 2.345 4.439 -1.851 -0.0020 -0.0067 0.0087
C 1.647 5.623 -1.689 0.0126 0.0026 -0.0048
C 0.359 5.588 -1.178 -0.0191 -0.0239 0.0125
C -0.167 4.350 -0.830 0.0145 0.0250 0.0366
N 0.492 3.219 -0.994 -0.1030 0.0376 -0.1011
H 3.717 0.798 -2.830 0.0042 -0.0036 0.0067
H 4.503 1.765 -1.590 0.0017 0.0069 -0.0055
H 3.880 2.559 -3.048 -0.0122 0.0030 -0.0050
H 3.764 -2.215 -1.594 -0.0001 0.0003 -0.0001
H 4.439 -4.613 -1.659 -0.0004 -0.0001 0.0004
H 2.805 -6.365 -1.034 -0.0006 0.0008 -0.0005
H 0.517 -5.719 -0.341 0.0014 -0.0023 0.0001
H -0.122 -3.305 -0.287 0.0025 0.0014 0.0013
H 3.364 4.445 -2.209 0.0011 0.0062 -0.0011
H 2.114 6.568 -1.943 -0.0022 0.0010 -0.0020
H -0.217 6.491 -1.025 0.0060 0.0061 -0.0034
H -1.147 4.252 -0.375 0.0000 -0.0067 -0.0027
C -4.924 -2.467 -1.700 0.0199 0.0337 -0.0162
Si -5.168 -1.059 -0.477 0.0526 -0.0463 -0.0331
C -5.683 0.474 -1.420 0.0179 0.0396 0.0406
C -6.654 -1.500 0.610 0.0295 -0.0394 -0.0068
C -3.662 -0.951 0.628 -0.0527 -0.0042 0.0861
C -3.598 -1.787 1.733 0.0144 0.0576 0.0739
C -2.484 -1.807 2.570 -0.0325 -0.0476 0.0264
C -1.442 -0.953 2.275 0.0994 0.0768 -0.0810
N -1.481 -0.144 1.222 -0.1369 -0.0527 0.1671
C -2.527 -0.130 0.382 -0.2947 -0.1242 -0.3314
S -2.320 0.882 -0.992 0.1554 0.1667 -0.0385
H -5.807 -2.616 -2.327 -0.0007 -0.0006 -0.0044
H -4.710 -3.400 -1.174 -0.0068 -0.0011 -0.0015
H -4.072 -2.249 -2.348 0.0035 0.0062 0.0066
H -6.646 0.284 -1.905 -0.0093 0.0081 0.0063
H -4.939 0.740 -2.167 -0.0134 -0.0126 -0.0099
H -5.791 1.332 -0.753 0.0022 -0.0001 0.0051
H -7.548 -1.602 -0.012 -0.0013 0.0072 -0.0001
H -6.840 -0.711 1.342 0.0013 0.0018 -0.0001
H -6.524 -2.437 1.156 0.0000 -0.0062 -0.0111
H -4.430 -2.449 1.958 -0.0043 0.0055 0.0034
H -2.422 -2.466 3.425 -0.0152 -0.0052 -0.0051
H -0.527 -0.908 2.853 0.0024 0.0108 0.0000
Cl 5.226 -0.788 4.574 -0.0085 -0.0011 -0.0013
C 4.284 0.255 3.547 0.0258 0.0054 0.0098
C 4.745 1.506 3.197 0.0353 0.0063 0.0191
Cl 6.295 2.058 3.778 -0.0245 -0.0082 -0.0075
C 3.971 2.344 2.378 0.0115 0.0043 0.0065
Cl 4.550 3.923 1.912 -0.0109 -0.0144 0.0004
C 2.709 1.957 1.894 -0.1169 0.0004 -0.0403
O 1.932 2.651 1.175 0.3001 0.2807 -0.0791
C 2.256 0.627 2.242 0.0848 -0.0094 -0.0529
O 1.109 0.256 1.742 0.0014 -0.1550 0.1795
C 3.031 -0.175 3.058 -0.0145 0.0234 -0.0249
Cl 2.423 -1.760 3.456 -0.0043 0.0046 -0.0067
O -0.788 2.371 1.291 -0.2136 0.3352 0.2189
```
Positions in Å, forces in eV/Å.

## Properties
- total charge = -2
- DFT total energy (a.u.) = -5074.05313
- highest occupied orbital energy (alpha / beta) (eV) = -1.131 / -1.159
- spin multiplicity = 2
- F_max (eV/Å) = 0.6